The following is a DFT calculation (the ωB97M-V functional and the def2-TZVPD basis) of 4 unconnected molecules or ions with the total composition C5H16NO5 in a non-equilibrium geometry.

Computed properties:
- frontier orbital gap (eV) = 8.44
- F_max (eV/Å) = 5.51
- total charge = -1
- relative energy (zero: lowest compared OMol25 entry of this formula, charge and spin) (kJ/mol) = 49.0

```
27
Properties=species:S:1:pos:R:3:forces:R:3:nbo_charge:R:1
C -1.03778 -0.56591 0.84281 -0.4 1.9 0.6 -0.202
C -1.00512 0.98617 0.42432 -1.8 1.2 1.6 -0.199
C 0.28601 1.60401 -0.07023 2.5 -4.0 -0.2 -0.643
C -1.23064 1.92597 1.69724 -0.9 0.6 -0.9 -0.637
N -1.10482 -1.27891 -0.35992 0.9 -1.5 -0.7 -0.741
C -0.19809 -2.39150 -0.63819 -1.4 1.7 0.3 0.879
O 0.78071 -2.41677 0.08853 2.6 0.1 2.1 -0.830
O -0.44544 -3.11048 -1.57686 -1.2 -1.2 -2.2 -0.765
H -1.91227 -0.84369 1.56884 1.2 1.0 -1.1 0.156
H -0.10421 -0.81766 1.38733 -0.5 0.1 -0.5 0.216
H -1.78581 1.19539 -0.43924 0.9 -0.6 2.0 0.177
H 0.65312 1.05217 -0.96491 -0.1 0.0 0.4 0.224
H 1.06760 1.33675 0.76408 -1.3 1.4 -1.7 0.210
H 0.24185 2.59497 -0.45527 -0.2 1.1 0.6 0.206
H -0.32195 2.40859 2.03184 0.5 0.0 -0.3 0.202
H -1.65158 1.62348 2.63483 -0.6 -1.3 0.3 0.199
H -1.89019 2.73819 1.40274 -0.1 0.4 -0.2 0.195
H -1.99147 -1.28924 -0.80699 -0.5 -0.3 -0.4 0.373
H 2.73610 0.44948 1.12137 0.3 0.0 -1.2 0.482
H 1.94691 -0.33672 2.14731 1.0 0.8 -0.2 0.480
O 2.63756 0.37021 2.05784 -1.0 -1.1 1.3 -0.952
H 3.17604 -1.29296 -1.37775 3.3 -3.0 -0.6 0.454
H 1.90500 -1.13931 -0.67672 -0.9 -0.8 0.6 0.499
O 2.50818 -0.70932 -1.28022 -2.4 3.7 0.1 -0.977
H -1.30657 0.02081 -3.01967 0.0 -1.1 -1.1 0.452
H -0.74086 -1.29335 -2.95546 2.6 -3.4 3.1 0.483
O -1.21229 -0.82038 -3.54766 -2.6 4.4 -2.0 -0.938
```
Positions in Å, forces in eV/Å.